{
  "formula": "C5H11P",
  "method": "ωB97M-V with the def2-TZVPD basis set",
  "symbols": ["C", "C", "C", "C", "C", "P", "H", "H", "H", "H", "H", "H", "H", "H", "H", "H", "H"],
  "coordinates": [[0.19839, -1.39223, -2.69458], [0.45782, 1.96300, 0.79837], [-0.67797, -0.99852, 1.57569], [0.53674, 0.64917, -0.03161], [-0.68999, -0.20617, 0.30106], [-0.24599, -2.13359, -1.26081], [0.59045, -2.15739, -3.31321], [0.31550, -0.28857, -2.91454], [0.67863, 2.85681, 0.27689], [0.88277, 2.02665, 1.81221], [-0.68721, 2.14969, 0.80684], [-0.66011, -0.32633, 2.45374], [-1.42760, -1.72264, 1.55327], [0.30211, -1.55856, 1.66025], [1.49081, 0.14999, 0.29840], [0.45749, 0.82248, -1.17825], [-1.52182, 0.16621, -0.14374]],
  "atomic_forces_ev_per_a": [[-0.129, 0.899, 1.959], [-3.289, 0.064, -0.445], [2.432, 1.194, 0.101], [0.217, 0.067, 0.033], [4.637, -3.588, -1.389], [-0.571, 2.689, 0.845], [0.364, -0.152, -1.393], [-0.224, -1.567, 0.035], [1.226, 0.766, -0.771], [-0.229, -0.520, -0.482], [1.472, -0.217, 0.912], [-0.558, -0.371, -0.118], [-1.465, -0.971, 0.536], [-0.923, 0.555, -0.232], [-0.878, 0.082, -0.956], [0.714, 0.074, 2.075], [-2.796, 0.995, -0.711]],
  "lowdin_charge": [-0.4731, -0.1185, -0.1793, -0.3108, -0.3416, 0.8463, -0.0727, 0.0036, 0.0357, 0.0746, 0.0967, 0.0802, 0.0329, 0.0824, 0.1097, 0.0951, 0.0389],
  "total_charge": 0,
  "homo_ev": -7.89,
  "de_lowest_kj_mol": 272.4,
  "e_tot_ev": -14648.4992,
  "homo_lumo_gap_ev": 8.3
}